No. 1
Density functional theory data (ωB97M-V/def2-TZVPD) for 6 unconnected molecules or ions with the total composition C34H64F2O19S5Si at a distorted geometry.

Atoms and positions in Å:
C 0.12 2.42 0.91
C 0.28 0.97 1.42
O -0.87 0.17 1.24
C -1.11 -0.22 -0.10
C -0.06 -1.20 -0.68
C -0.54 -2.59 -0.93
C -1.01 -3.58 -0.17
C -1.28 -3.61 1.31
F -1.95 -2.50 1.72
F -2.14 -4.68 1.54
C -0.02 -3.83 2.14
C 0.67 -2.51 2.53
Si 2.56 -2.71 2.55
C 3.25 -1.34 3.64
C 3.08 -4.39 3.21
C 3.10 -2.43 0.76
C 2.70 -3.30 -0.25
C 3.05 -3.07 -1.56
C 3.83 -1.98 -1.89
C 4.25 -1.12 -0.90
C 3.88 -1.33 0.42
C -1.24 -4.75 -1.07
O -1.72 -5.82 -0.88
O -0.75 -4.43 -2.34
C -0.47 -3.10 -2.34
O -0.24 -2.45 -3.31
H -0.75 2.54 0.28
H 1.01 2.70 0.36
H 0.07 3.10 1.76
H 0.44 1.00 2.50
H 1.18 0.52 0.99
H -1.14 0.66 -0.75
H -2.10 -0.66 -0.16
H 0.26 -0.82 -1.65
H 0.84 -1.26 -0.07
H 0.62 -4.55 1.64
H -0.36 -4.32 3.06
H 0.35 -2.20 3.52
H 0.43 -1.70 1.84
H 2.89 -0.38 3.28
H 4.34 -1.34 3.65
H 2.85 -1.48 4.64
H 3.16 -5.13 2.42
H 2.33 -4.73 3.93
H 4.01 -4.29 3.76
H 2.09 -4.16 0.00
H 2.72 -3.74 -2.35
H 4.11 -1.80 -2.91
H 4.87 -0.27 -1.15
H 4.20 -0.63 1.17
O 7.57 -2.15 3.90
S 7.51 -3.50 4.37
O 6.40 -3.96 5.14
O 8.86 -3.83 5.15
C 9.24 -2.96 6.24
C 8.40 -3.18 7.48
C 7.75 -4.60 3.02
H 9.21 -1.93 5.90
H 10.28 -3.21 6.44
H 7.36 -2.89 7.32
H 8.79 -2.57 8.30
H 8.41 -4.22 7.78
H 8.61 -4.27 2.44
H 6.85 -4.55 2.41
H 7.89 -5.61 3.41
O -4.57 0.07 5.48
S -3.79 0.71 4.46
O -2.86 1.73 4.82
O -4.78 1.27 3.34
C -5.85 2.14 3.77
C -5.38 3.53 4.13
C -2.99 -0.49 3.46
H -6.39 1.67 4.59
H -6.53 2.18 2.92
H -4.74 3.51 5.01
H -6.24 4.17 4.35
H -4.81 3.96 3.32
H -3.70 -1.25 3.17
H -2.20 -0.92 4.07
H -2.56 0.01 2.60
O -1.44 1.72 -3.68
S -0.75 1.20 -4.83
O 0.68 1.11 -4.81
O -1.22 2.01 -6.11
C -1.10 3.45 -6.08
C 0.33 3.94 -6.22
C -1.42 -0.36 -5.26
H -1.56 3.83 -5.17
H -1.70 3.80 -6.92
H 0.94 3.64 -5.37
H 0.34 5.03 -6.28
H 0.79 3.52 -7.11
H -2.51 -0.28 -5.29
H -1.10 -1.05 -4.47
H -1.02 -0.67 -6.22
O -6.05 -1.79 -0.50
S -5.00 -2.28 -1.35
O -3.80 -1.52 -1.52
O -5.62 -2.61 -2.77
C -6.36 -1.56 -3.44
C -5.46 -0.48 -4.01
C -4.57 -3.92 -0.89
H -7.10 -1.15 -2.75
H -6.90 -2.07 -4.24
H -4.95 0.07 -3.23
H -6.06 0.23 -4.59
H -4.71 -0.92 -4.66
H -5.47 -4.52 -0.80
H -4.05 -3.86 0.06
H -3.91 -4.32 -1.66
O -1.86 8.97 -5.66
S -0.85 8.74 -4.68
O -0.16 7.49 -4.64
O -1.45 9.06 -3.24
C -2.66 8.37 -2.86
C -2.44 6.91 -2.52
C 0.33 10.05 -4.71
H -3.41 8.49 -3.65
H -3.02 8.91 -1.99
H -2.12 6.34 -3.39
H -3.36 6.47 -2.14
H -1.66 6.81 -1.76
H -0.19 11.00 -4.72
H 0.91 9.92 -5.63
H 0.98 9.95 -3.85

Calculated values
HOMO = -9.50 eV
Charge = 0
Kohn-Sham gap = 8.51 eV
E_LUMO = -0.0365 hartree
F_max = 1.06 eV/A
SMILES string = CCOCCC1=C(C(F)(F)CC[Si](C)(C)c2ccccc2)C(=O)OC1=O.CCOS(C)(=O)=O.CCOS(C)(=O)=O.CCOS(C)(=O)=O.CCOS(C)(=O)=O.CCOS(C)(=O)=O

Results of the Löwdin charge analysis, in e, for atoms 1 through 4:
1. C -0.0456
2. C -0.2500
3. O -0.1918
4. C -0.1600

No. 2
Density functional theory data (ωB97M-V/def2-TZVPD) for a molecular structure, C34H66Br2F3NiO16S7 at a distorted geometry.

Atoms and positions in Å:
Ni 2.52 -3.60 0.57
C -0.13 -1.57 0.15
O 0.10 -0.36 0.82
O 0.94 -2.37 0.39
C -1.39 -2.27 0.69
F -1.62 -3.47 0.15
F -1.35 -2.36 2.01
F -2.44 -1.49 0.35
C -0.32 0.87 0.20
C 0.09 1.98 1.14
H -0.54 2.86 1.02
H 0.02 1.66 2.18
H 1.04 2.46 0.88
H -1.40 0.90 0.09
H 0.26 0.93 -0.72
H -0.20 -1.34 -0.92
C 3.47 4.39 -0.02
C 2.72 5.66 0.41
C 2.40 5.52 1.87
S 3.86 4.68 2.63
O 3.43 3.69 3.58
O 4.86 5.62 3.03
C 4.46 3.90 1.06
H 3.98 4.59 -0.96
H 2.74 3.60 -0.20
H 1.81 5.86 -0.15
H 3.35 6.56 0.45
H 1.56 4.84 2.06
H 2.19 6.33 2.57
H 4.59 2.83 1.14
H 5.44 4.36 0.95
C 4.41 0.76 -1.99
C 5.89 0.28 -1.90
C 5.83 -0.96 -1.05
S 4.69 -0.68 0.30
O 5.27 0.18 1.31
O 3.93 -1.85 0.71
C 3.58 0.31 -0.75
H 3.88 0.33 -2.85
H 4.39 1.84 -2.07
H 6.42 1.08 -1.38
H 6.47 0.15 -2.81
H 6.79 -1.31 -0.67
H 5.47 -1.81 -1.63
H 3.19 1.15 -0.17
H 2.76 -0.37 -0.96
C 1.65 0.03 4.96
C 3.15 0.23 4.67
C 3.82 -1.14 4.53
S 2.54 -2.43 4.14
O 2.25 -3.36 5.20
O 2.55 -2.91 2.75
C 1.21 -1.19 4.19
H 1.00 0.86 4.67
H 1.46 -0.06 6.03
H 3.56 0.82 5.48
H 3.26 0.82 3.77
H 4.38 -1.53 5.38
H 4.51 -1.08 3.68
H 0.26 -1.68 4.38
H 1.24 -0.90 3.13
C -5.66 -4.16 -2.39
C -4.32 -3.52 -1.97
C -4.05 -2.27 -2.78
S -4.56 -2.78 -4.45
O -3.60 -3.76 -4.91
O -4.97 -1.63 -5.25
C -6.00 -3.62 -3.79
H -6.52 -4.12 -1.73
H -5.44 -5.21 -2.62
H -3.48 -4.20 -2.08
H -4.19 -3.16 -0.94
H -3.01 -1.94 -2.89
H -4.42 -1.28 -2.50
H -6.53 -4.28 -4.48
H -6.63 -2.75 -3.54
C -1.24 -4.75 4.47
C -2.60 -4.79 3.79
C -2.49 -5.87 2.70
S -1.51 -7.21 3.47
O -0.42 -7.57 2.60
O -2.38 -8.23 3.99
C -0.85 -6.18 4.85
H -1.22 -4.27 5.46
H -0.36 -4.29 4.02
H -2.95 -3.80 3.49
H -3.44 -5.11 4.43
H -1.97 -5.55 1.80
H -3.47 -6.25 2.43
H 0.21 -6.41 4.95
H -1.43 -6.46 5.73
C 1.15 -2.89 -4.29
C -0.01 -3.30 -5.20
C -0.09 -2.52 -6.46
S 0.60 -0.87 -6.07
O -0.55 -0.01 -5.91
O 1.68 -0.53 -6.95
C 1.27 -1.38 -4.39
H 2.04 -3.40 -4.65
H 0.95 -3.26 -3.29
H -1.02 -3.15 -4.78
H 0.07 -4.37 -5.36
H -1.07 -2.47 -6.91
H 0.52 -2.93 -7.28
H 0.75 -0.94 -3.54
H 2.31 -1.05 -4.41
C -5.65 5.97 1.41
C -4.83 6.18 2.70
C -3.50 5.46 2.53
S -3.15 5.52 0.72
O -2.97 4.18 0.17
O -2.11 6.52 0.56
C -4.75 6.31 0.24
H -6.55 6.59 1.46
H -5.99 4.95 1.23
H -5.46 5.97 3.56
H -4.63 7.24 2.89
H -3.60 4.42 2.86
H -2.63 5.94 2.96
H -5.07 5.85 -0.69
H -4.66 7.37 0.05
Br -0.25 3.58 -1.92
C 0.66 3.67 -3.66
C -0.30 3.52 -4.81
Br -1.81 4.81 -4.85
H 1.37 2.86 -3.84
H 1.19 4.61 -3.82
H -0.71 2.51 -4.81
H 0.12 3.62 -5.81

Calculated values
HOMO (alpha / beta) = -11.51 / -11.51 eV
Charge = +1
Kohn-Sham gap (alpha / beta) = 6.31 / 5.25 eV
E_LUMO (alpha / beta) = -0.1911 / -0.2301 hartree
F_max = 4.08 eV/A
Multiplicity = 3

Results of the Löwdin charge analysis, in e, for atoms 1 through 4:
1. Ni 0.9987
2. C -0.3838
3. O -0.0912
4. O -0.1152

F_max of number 1 (C34H64F2O19S5Si)?
1.06 eV/A